(1)
Below is C24H29N5O8Se2Sn as an isolated structure in a non-equilibrium geometry, with properties calculated with the ωB97M-V functional and the def2-TZVPD basis.

The geometry in XYZ format:
```
69
C24H29N5O8Se2Sn | the OMol25 dataset | the ωB97M-V functional and the def2-TZVPD basis
Sn -6.13 -16.06 11.66
C -8.97 -18.25 13.01
O -7.56 -18.04 13.33
C -6.75 -19.10 13.36
C -7.16 -20.42 13.41
C -6.23 -21.44 13.55
C -4.86 -21.14 13.70
C -4.43 -19.82 13.67
C -5.36 -18.81 13.42
N -4.98 -17.49 13.30
N -3.74 -17.22 13.62
C -3.43 -15.95 13.92
C -4.34 -14.84 13.97
O -5.59 -14.92 13.58
C -3.78 -13.59 14.31
C -2.42 -13.40 14.35
C -1.48 -14.44 14.18
C -0.08 -14.23 14.23
C 0.81 -15.27 14.02
C 0.32 -16.54 13.70
C -1.05 -16.77 13.66
C -1.97 -15.76 13.95
H -9.44 -18.84 13.82
H -9.38 -17.25 13.01
H -9.10 -18.70 12.02
H -8.21 -20.66 13.30
H -6.55 -22.47 13.51
H -4.13 -21.93 13.78
H -3.42 -19.50 13.81
H -4.47 -12.77 14.34
H -2.03 -12.40 14.53
H 0.28 -13.24 14.43
H 1.87 -15.08 14.10
H 1.01 -17.36 13.50
H -1.45 -17.75 13.43
O -5.82 -11.35 7.88
C -6.84 -12.28 8.25
C -7.66 -11.89 9.47
C -8.49 -10.63 9.18
O -7.71 -9.45 8.95
C -8.75 -12.98 9.75
Se -8.31 -14.97 9.85
C -6.85 -11.72 10.75
Se -4.93 -12.25 10.82
H -5.18 -11.37 8.65
H -6.40 -13.26 8.44
H -7.53 -12.39 7.39
H -9.13 -10.39 10.05
H -9.16 -10.78 8.29
H -6.91 -9.72 8.44
H -9.49 -13.02 8.95
H -9.24 -12.82 10.72
H -7.25 -12.32 11.57
H -6.83 -10.67 11.03
C -2.20 -18.18 8.86
O -2.30 -17.28 9.99
C -3.20 -16.30 9.95
O -3.63 -15.77 10.97
N -3.56 -15.89 8.70
N -4.55 -14.90 8.48
H -1.66 -19.04 9.25
H -1.62 -17.72 8.07
H -3.20 -18.49 8.51
H -2.94 -16.01 7.88
H -5.47 -15.36 8.49
H -4.51 -14.18 9.21
O -7.19 -18.29 10.78
N -6.32 -18.67 9.90
O -5.30 -17.92 9.82
```

ΔE to the lowest compared entry with this formula, charge and spin, eV: 0.000
Charge: -2
Molecular weight, g mol⁻¹: 792.15
F_max, hartree/bohr: 0.0559

Atom charges from the Mulliken analysis, given in e for atoms 1 to 4: number 1, Sn, carries 0.9249; number 2, C, carries -1.0388; number 3, O, carries -0.2647; number 4, C, carries 0.5396


(2)
Below is C24H30BrCl2N4O2OsS as an isolated structure, with properties calculated with the ωB97M-V functional and the def2-TZVPD basis.

The geometry in XYZ format:
```
65
C24H30BrCl2N4O2OsS | the OMol25 dataset | the ωB97M-V functional and the def2-TZVPD basis
Os -0.26 -0.20 -1.26
Br -2.81 -4.40 4.72
C -2.21 -3.01 3.62
C -1.92 -1.77 4.15
C -1.47 -0.74 3.32
C -1.31 -0.95 1.97
O -0.80 0.09 1.13
C -1.61 -2.20 1.40
C -1.60 -2.62 0.00
N -1.30 -1.95 -1.05
C -1.49 -2.58 -2.33
C -2.47 -3.47 -2.65
C -2.49 -4.05 -3.94
C -1.54 -3.75 -4.86
C -0.52 -2.81 -4.57
C 0.51 -2.44 -5.46
C 1.44 -1.52 -5.07
C 1.31 -0.90 -3.83
N 0.35 -1.19 -2.96
C -0.54 -2.18 -3.31
C -2.05 -3.21 2.26
H -2.05 -1.58 5.20
H -1.28 0.22 3.77
H -1.94 -3.64 -0.15
H -3.25 -3.73 -1.94
H -3.27 -4.76 -4.18
H -1.54 -4.23 -5.83
H 0.56 -2.90 -6.44
H 2.26 -1.24 -5.72
H 2.02 -0.15 -3.52
H -2.30 -4.18 1.85
C 1.53 3.45 4.30
N 0.37 2.80 3.66
C -0.93 3.44 3.95
C 0.51 1.84 2.76
S -0.85 1.67 1.64
N 1.57 1.04 2.71
C 2.28 0.60 3.92
C 2.06 0.46 1.46
H 1.38 4.53 4.23
H 2.44 3.19 3.77
H 1.60 3.16 5.35
H -0.84 3.93 4.92
H -1.72 2.70 4.01
H -1.17 4.20 3.20
H 1.71 0.86 4.81
H 3.27 1.03 3.98
H 2.36 -0.49 3.87
H 1.67 1.04 0.62
H 1.79 -0.59 1.38
H 3.15 0.55 1.46
Cl -1.09 3.33 -3.07
C -1.70 1.82 -3.70
Cl -2.09 0.63 -2.39
H -0.98 1.35 -4.36
H -2.66 1.98 -4.19
C 2.68 3.35 -1.16
C 2.30 1.95 -1.58
O 0.89 1.70 -1.29
H 3.75 3.49 -1.26
H 2.41 3.54 -0.12
H 2.19 4.10 -1.79
H 2.85 1.19 -1.01
H 2.47 1.80 -2.64
H 0.39 2.42 -1.73
```

ΔE to the lowest compared entry with this formula, charge and spin, eV: 2.510
Charge: +3
Molecular weight, g mol⁻¹: 779.64
F_max, hartree/bohr: 0.0192

Atom charges from the Mulliken analysis, given in e for atoms 1 to 4: number 1, Os, carries 0.8718; number 2, Br, carries -0.0786; number 3, C, carries -0.5626; number 4, C, carries -0.7034


(3)
Below is C24H30BrF5HoI2N4O2 as an isolated structure in a non-equilibrium geometry, with properties calculated with the ωB97M-V functional and the def2-TZVPD basis.

The geometry in XYZ format:
```
69
C24H30BrF5HoI2N4O2 | the OMol25 dataset | the ωB97M-V functional and the def2-TZVPD basis
Ho -0.15 -0.52 0.11
C 2.95 0.92 1.53
C 2.29 2.14 0.86
N 0.88 1.91 0.48
C -0.01 2.86 1.17
C -1.48 2.54 0.91
N -1.83 1.21 1.43
C -2.00 1.26 2.89
C -2.75 0.05 3.47
C -2.77 -1.23 2.64
N -1.48 -1.76 2.16
C -0.56 -2.19 3.24
C 0.49 -1.13 3.59
N 1.22 -0.69 2.39
C 2.19 0.37 2.75
H 3.94 1.25 1.86
H 3.09 0.12 0.80
H 2.89 2.40 -0.02
H 2.36 2.99 1.55
H 0.79 2.13 -0.52
H 0.18 3.89 0.85
H 0.19 2.81 2.24
H -1.67 2.55 -0.17
H -2.09 3.33 1.37
H -2.75 0.99 1.03
H -2.53 2.18 3.18
H -1.00 1.33 3.33
H -3.80 0.32 3.61
H -2.35 -0.16 4.46
H -3.38 -1.06 1.74
H -3.30 -1.98 3.24
H -1.76 -2.62 1.70
H -0.04 -3.09 2.90
H -1.12 -2.45 4.15
H 1.17 -1.56 4.33
H 0.00 -0.27 4.04
H 1.79 -1.49 2.09
H 2.92 -0.02 3.46
H 1.65 1.18 3.24
I -0.17 -4.05 -0.35
C -1.79 -3.78 -1.73
I -3.15 -2.30 -0.99
H -2.31 -4.72 -1.85
H -1.37 -3.40 -2.65
F 2.65 -3.10 0.67
C 2.91 -2.33 -0.43
C 2.04 -1.28 -0.67
C 2.39 -0.53 -1.79
F 1.57 0.57 -2.02
C 3.46 -0.77 -2.63
F 3.70 0.00 -3.69
C 4.28 -1.86 -2.34
F 5.32 -2.15 -3.12
C 4.02 -2.64 -1.21
F 4.84 -3.64 -0.88
Br -3.67 3.94 -4.53
C -2.44 2.49 -4.60
C -1.68 2.27 -5.75
C -0.78 1.22 -5.77
C -0.60 0.41 -4.66
C -1.33 0.67 -3.51
C -2.27 1.70 -3.49
C -1.09 -0.04 -2.24
O -0.53 -1.17 -2.17
O -1.46 0.53 -1.18
H -1.81 2.91 -6.61
H -0.18 1.06 -6.66
H 0.11 -0.39 -4.67
H -2.84 1.88 -2.59
```

<S²>: 6.004
ΔE to the lowest compared entry with this formula, charge and spin, eV: 0.120
Charge: +1
Molecular weight, g mol⁻¹: 1000.16
Spin multiplicity: 5
F_max, hartree/bohr: 0.0506

Atom charges from the Mulliken analysis, given in e for atoms 1 to 4: number 1, Ho, carries 0.2917; number 2, C, carries 0.1603; number 3, C, carries -1.1665; number 4, N, carries 0.1398


(4)
Below is a 4-piece molecular cluster, C24H30BrN3O3 overall, with properties calculated with the ωB97M-V functional and the def2-TZVPD basis.

The geometry in XYZ format:
```
61
C24H30BrN3O3 | the OMol25 dataset | the ωB97M-V functional and the def2-TZVPD basis
C -1.09 -0.75 0.40
C -1.61 -1.12 -0.99
C -2.39 -2.45 -1.00
C -0.49 -1.04 -2.05
C 0.42 -2.29 -2.18
C 1.87 -2.12 -1.77
O 1.97 -1.79 -0.37
C 3.09 -1.19 0.05
O 3.76 -1.67 0.94
C 3.55 0.17 -0.51
C 2.46 0.99 -1.14
O 1.57 1.52 -0.56
Br 2.57 1.23 -3.10
H -1.88 -0.83 1.14
H -0.28 -1.42 0.72
H -0.73 0.28 0.38
H -2.31 -0.33 -1.26
H -3.46 -2.28 -1.02
H -2.16 -3.07 -0.14
H -2.14 -3.02 -1.90
H 0.10 -0.15 -1.84
H -0.97 -0.87 -3.02
H 0.03 -3.14 -1.62
H 0.44 -2.59 -3.23
H 2.41 -1.42 -2.40
H 2.36 -3.09 -1.90
H 4.33 -0.02 -1.25
H 3.96 0.70 0.34
N 7.33 3.47 2.84
C 6.56 4.23 3.61
C 5.33 3.82 4.12
C 4.88 2.55 3.81
C 5.67 1.74 3.00
C 6.88 2.25 2.55
H 6.95 5.22 3.83
H 4.75 4.49 4.75
H 3.93 2.20 4.18
H 5.35 0.74 2.73
H 7.52 1.65 1.92
N -4.41 -3.87 0.98
C -5.11 -3.13 1.84
C -6.28 -3.55 2.44
C -6.76 -4.81 2.13
C -6.05 -5.60 1.24
C -4.89 -5.08 0.70
H -4.70 -2.15 2.05
H -6.81 -2.91 3.13
H -7.68 -5.18 2.58
H -6.39 -6.59 0.97
H -4.30 -5.67 -0.01
N -1.99 2.89 -1.92
C -0.75 3.34 -1.72
C -0.33 4.61 -2.09
C -1.24 5.45 -2.71
C -2.53 5.00 -2.93
C -2.85 3.71 -2.52
H -0.07 2.65 -1.23
H 0.69 4.92 -1.90
H -0.95 6.45 -3.02
H -3.27 5.62 -3.41
H -3.85 3.32 -2.67
```

SMILES string: CC(C)CCCOC(=O)CC(=O)Br.c1ccncc1.c1ccncc1.c1ccncc1
ΔE to the lowest compared entry with this formula, charge and spin, eV: 0.000
Molecular weight, g mol⁻¹: 488.43
F_max, hartree/bohr: 0.0166

Atom charges from the Mulliken analysis, given in e for atoms 1 to 4: number 1, C, carries -1.4816; number 2, C, carries 0.7878; number 3, C, carries -1.6179; number 4, C, carries 0.0319


(5)
Below is a 9-piece molecular cluster, C24H30Cl10F24O4 overall in a non-equilibrium geometry, with properties calculated with the ωB97M-V functional and the def2-TZVPD basis.

The geometry in XYZ format:
```
92
C24H30Cl10F24O4 | the OMol25 dataset | the ωB97M-V functional and the def2-TZVPD basis
C -1.00 4.46 -0.98
C -1.53 3.02 -1.04
C -0.94 2.12 0.05
F -1.47 0.87 -0.01
F 0.40 2.05 0.06
F -2.87 2.94 -0.97
F -1.15 2.53 -2.26
O -1.13 5.03 0.32
C -1.79 6.24 0.33
C -1.78 6.85 1.73
F -2.57 7.96 1.75
F -2.26 5.97 2.66
F -1.14 7.10 -0.48
F -3.03 6.10 -0.16
H -1.55 5.07 -1.70
H 0.04 4.50 -1.28
H -1.22 2.53 1.03
H -0.76 7.14 2.01
C -3.18 1.97 5.09
C -4.43 2.79 4.88
C -4.77 2.96 3.40
F -5.66 3.97 3.19
F -3.67 3.20 2.63
F -5.48 2.22 5.54
F -4.27 4.01 5.46
O -3.20 0.84 4.23
C -2.05 0.07 4.26
C -2.22 -1.01 3.20
F -1.12 -1.79 3.06
F -3.30 -1.79 3.49
F -0.99 0.86 3.93
F -1.83 -0.35 5.52
H -3.11 1.69 6.14
H -2.34 2.63 4.86
H -5.26 2.05 3.03
H -2.41 -0.56 2.22
C 0.80 -1.57 -6.39
C 0.09 -1.03 -7.63
C 0.12 0.49 -7.65
F 1.41 0.93 -7.64
F -0.50 1.01 -8.73
F 0.69 -1.55 -8.72
F -1.21 -1.40 -7.61
O 0.18 -1.08 -5.22
C 0.35 -1.77 -4.06
C -0.39 -1.04 -2.93
F -0.11 -1.69 -1.78
F -0.04 0.24 -2.78
F -0.05 -3.05 -4.19
F 1.67 -1.84 -3.71
H 1.87 -1.34 -6.40
H 0.71 -2.66 -6.45
H -0.36 0.87 -6.74
H -1.47 -1.11 -3.12
C -0.64 -4.65 -0.96
C 0.52 -5.22 -1.75
C 1.74 -4.46 -1.19
O 1.31 -4.04 0.08
C 0.03 -4.56 0.43
H -1.56 -5.24 -0.91
H -0.91 -3.67 -1.36
H 0.34 -5.20 -2.83
H 0.68 -6.29 -1.56
H 1.97 -3.61 -1.84
H 2.59 -5.14 -1.15
H -0.48 -3.89 1.12
H 0.08 -5.54 0.92
C 2.58 2.25 -2.43
Cl 3.31 3.07 -1.02
Cl 1.33 3.28 -3.19
H 3.39 2.11 -3.13
H 2.11 1.32 -2.13
C 1.61 -1.47 0.94
Cl 2.55 -0.95 -0.46
Cl 1.11 -0.10 1.97
H 0.74 -2.04 0.61
H 2.20 -2.15 1.53
C 4.88 0.40 2.23
Cl 4.40 2.08 2.03
Cl 4.41 -0.19 3.83
H 4.48 -0.23 1.44
H 5.96 0.36 2.11
C 4.30 -4.36 1.65
Cl 4.82 -3.06 0.55
Cl 4.89 -4.12 3.28
H 3.22 -4.33 1.66
H 4.62 -5.34 1.29
C 1.74 -2.58 4.97
Cl 1.31 -3.70 3.64
Cl 2.44 -3.43 6.32
H 2.43 -1.84 4.58
H 0.83 -2.10 5.31
```

SMILES string: FC(F)C(F)(F)COC(F)(F)C(F)F.FC(F)C(F)(F)COC(F)(F)C(F)F.FC(F)C(F)(F)COC(F)(F)C(F)F.C1CCOC1.ClCCl.ClCCl.ClCCl.ClCCl.ClCCl
Electronic energy, eV: -224009.1233
Molecular weight, g mol⁻¹: 1192.98
F_max, hartree/bohr: 0.0394

Atom charges from the Mulliken analysis, given in e for atoms 1 to 4: number 1, C, carries -0.9752; number 2, C, carries 0.9876; number 3, C, carries 0.0377; number 4, F, carries -0.2051


(6)
Below is C24H30Cl2CoN6O4S as an isolated structure, with properties calculated with the ωB97M-V functional and the def2-TZVPD basis.

The geometry in XYZ format:
```
68
C24H30Cl2CoN6O4S | the OMol25 dataset | the ωB97M-V functional and the def2-TZVPD basis
Co 0.00 -1.34 0.15
Cl -4.87 -2.69 5.51
C -3.61 -2.17 4.44
C -2.53 -1.44 4.95
C -1.53 -1.03 4.11
Cl -0.20 -0.11 4.75
C -1.53 -1.31 2.72
O -0.56 -0.86 1.97
C -2.63 -2.07 2.24
C -2.77 -2.48 0.85
O -1.95 -2.36 -0.05
C -3.66 -2.48 3.10
H -2.49 -1.20 6.00
H -3.73 -2.98 0.61
H -4.49 -3.04 2.71
N 0.46 -3.52 0.61
C 1.83 -4.07 0.54
C 2.65 -3.43 -0.58
C 2.89 -1.98 -0.23
O 3.99 -1.62 0.24
O 1.90 -1.18 -0.36
H 0.05 -3.74 1.51
H -0.13 -3.97 -0.08
H 1.82 -5.16 0.41
H 2.32 -3.87 1.50
H 2.10 -3.49 -1.52
H 3.60 -3.95 -0.68
C -3.62 2.75 -0.67
C -2.79 2.25 0.50
N -2.11 1.03 0.09
C -1.55 0.86 -1.15
N -0.68 -0.10 -1.30
C -0.16 -0.40 -2.64
C -1.13 0.04 -3.72
C -1.46 1.50 -3.50
N -1.97 1.68 -2.14
C -2.72 2.91 -1.88
H -4.08 3.71 -0.43
H -4.41 2.03 -0.88
H -3.42 2.03 1.36
H -2.07 3.03 0.80
H -1.71 0.45 0.81
H 0.03 -1.47 -2.70
H 0.80 0.10 -2.78
H -2.05 -0.55 -3.66
H -0.70 -0.11 -4.71
H -2.24 1.83 -4.18
H -0.58 2.13 -3.67
H -3.31 3.12 -2.77
H -2.03 3.75 -1.74
N 2.44 -0.17 2.49
C 2.39 0.82 1.60
S 0.92 1.73 1.55
N 3.38 1.00 0.76
C 3.44 1.96 -0.29
C 2.78 3.18 -0.25
C 2.87 4.04 -1.34
C 3.63 3.70 -2.45
C 4.31 2.48 -2.46
C 4.22 1.62 -1.39
H 1.60 -0.42 3.00
H 3.17 -0.87 2.37
H 3.89 0.11 0.56
H 2.26 3.52 0.63
H 2.37 5.00 -1.30
H 3.71 4.38 -3.28
H 4.91 2.21 -3.32
H 4.74 0.67 -1.40
```

<S²>: 6.010
ΔE to the lowest compared entry with this formula, charge and spin, eV: 0.126
Charge: +1
Molecular weight, g mol⁻¹: 628.45
Spin multiplicity: 5
F_max, hartree/bohr: 0.0162

Atom charges from the Mulliken analysis, given in e for atoms 1 to 4: number 1, Co, carries 0.8035; number 2, Cl, carries -0.2004; number 3, C, carries 0.0949; number 4, C, carries -0.6901


(7)
Below is one molecule with the formula C24H30ClN5O3S, with properties calculated with the ωB97M-V functional and the def2-TZVPD basis.

The geometry in XYZ format:
```
64
C24H30ClN5O3S | the OMol25 dataset | the ωB97M-V functional and the def2-TZVPD basis
C 2.36 2.47 -1.21
H 2.50 1.66 -1.92
H 3.24 2.53 -0.58
H 2.27 3.40 -1.76
C 1.14 2.23 -0.32
N -0.17 2.16 -0.96
C -0.57 0.84 -1.43
H -0.59 0.18 -0.55
C 0.29 0.18 -2.51
H 1.25 -0.14 -2.10
H 0.45 0.85 -3.35
H -0.22 -0.71 -2.87
H -1.59 0.93 -1.80
C -0.44 3.27 -1.87
H -0.08 3.06 -2.89
C -1.93 3.65 -1.95
H -2.02 4.47 -2.66
H -2.52 2.82 -2.32
C -2.50 4.10 -0.60
N -2.50 2.99 0.33
C -3.64 2.30 0.60
O -4.76 2.71 0.37
C -3.38 0.95 1.17
C -2.35 0.51 1.95
C -2.40 -0.91 2.10
C -3.48 -1.49 1.43
N -3.71 -2.81 1.37
C -2.81 -3.57 1.89
N -1.69 -3.14 2.52
C -1.42 -1.77 2.70
O -0.39 -1.42 3.27
C -0.66 -4.08 2.91
H -1.10 -5.06 3.07
H -0.18 -3.72 3.82
C 0.36 -4.17 1.74
O 0.38 -5.11 0.99
N 1.13 -3.07 1.68
C 1.99 -2.65 0.65
C 2.60 -1.41 0.79
C 3.43 -0.93 -0.21
C 3.66 -1.66 -1.37
C 3.04 -2.90 -1.48
C 2.21 -3.40 -0.49
H 1.75 -4.37 -0.61
Cl 3.29 -3.85 -2.90
C 4.55 -1.13 -2.45
H 4.93 -0.15 -2.20
H 4.00 -1.07 -3.39
H 5.39 -1.81 -2.62
H 3.90 0.03 -0.08
H 2.43 -0.82 1.68
H 0.98 -2.36 2.40
H -2.95 -4.64 1.82
S -4.46 -0.31 0.65
C -1.32 1.35 2.61
H -1.10 0.95 3.60
H -1.66 2.38 2.70
H -0.39 1.33 2.04
H -1.61 2.49 0.33
H -1.89 4.91 -0.18
H -3.53 4.44 -0.71
H 0.10 4.13 -1.49
H 1.28 1.30 0.24
H 1.09 3.05 0.41
```

SMILES string: CCN(CC)CCCNC(=O)c1sc2ncn(CC(=O)Nc3ccc(C)c(Cl)c3)c(=O)c2c1C
ΔE to the lowest compared entry with this formula, charge and spin, eV: 0.000
Molecular weight, g mol⁻¹: 504.06
F_max, hartree/bohr: 0.0166

Atom charges from the Mulliken analysis, given in e for atoms 1 to 4: number 1, C, carries -1.3472; number 2, H, carries 0.1884; number 3, H, carries 0.4606; number 4, H, carries 0.3831